Record 1
Computed, not measured: a 3-piece molecular cluster, C3H12N2O3 overall, with the ωB97M-V functional and the def2-TZVPD basis.

Cartesian coordinates (Å):
N  0.0121  -1.4374  1.7677
C  -0.4352  -0.6018  0.5927
C  -1.4647  0.4328  0.9526
C  -1.9431  1.1872  -0.1942
N  -1.0532  1.5498  -1.1719
O  -3.0900  1.5859  -0.3596
H  -0.1949  -2.3659  1.5949
H  -0.6693  -1.3081  2.5852
H  0.4253  -0.0311  0.3069
H  -0.6582  -1.2822  -0.3034
H  -0.8583  1.2584  1.5737
H  -2.1914  -0.1062  1.5801
H  -1.4047  2.2011  -1.8768
H  0.0025  1.3441  -1.2807
O  2.8333  -0.7738  0.0911
H  2.9996  -1.5609  -0.4948
H  2.4713  -1.1885  0.8628
O  1.5493  0.2138  -2.2252
H  1.7318  -0.0758  -1.3634
H  1.9377  0.9587  -2.6375

Values from the calculation:
SMILES: NCCC(N)=O.O.O
energy relative to the best compared isomer or geometry (same formula, charge and spin): 35.0 kcal per mole
gap between HOMO and LUMO: 10.06 eV
2S+1: 1


Record 2
Computed, not measured: a 3-piece molecular cluster, C3H12N2O3S overall, with the ωB97M-V functional and the def2-TZVPD basis.

Cartesian coordinates (Å):
N  -2.1150  -0.0819  -0.7207
C  -1.0369  0.3807  -0.0603
O  -0.7613  1.5761  -0.0443
C  -0.0768  -0.6537  0.5487
N  -0.0492  -1.7805  -0.3761
C  1.2860  0.0408  0.7638
S  2.4632  -1.1577  1.4736
H  -2.3727  -1.0583  -0.6907
H  -2.8469  0.5008  -1.0866
H  -0.4405  -0.9767  1.5247
H  0.5099  -1.5194  -1.1695
H  0.2557  -2.6343  0.0625
H  1.1420  0.8929  1.4136
H  1.6333  0.4636  -0.1602
H  2.9738  -1.5507  0.3025
O  -0.9806  2.5823  2.6963
H  -0.8817  3.1491  1.9170
H  -1.1254  1.7258  2.2853
O  1.0440  -0.2355  -2.8205
H  1.2840  0.6194  -3.1830
H  0.0953  -0.2830  -2.6761

Values from the calculation:
SMILES: NC(=O)[C@@H](N)CS.O.O
energy relative to the best compared isomer or geometry (same formula, charge and spin): 4.7 kcal per mole
gap between HOMO and LUMO: 9.73 eV
2S+1: 1


Record 3
Computed, not measured: a 2-piece molecular cluster, C3H12N2OS overall, with the ωB97M-V functional and the def2-TZVPD basis.

Cartesian coordinates (Å):
N  -2.2463  0.8328  0.5245
C  -0.8272  0.4685  0.4366
C  -0.6334  -0.3208  -0.8474
N  -0.5495  0.4982  -2.0572
C  0.5644  -1.3629  -0.8975
S  1.1838  -1.9264  0.6553
H  -2.8549  0.0322  0.4624
H  -2.4416  1.4765  1.2680
H  -0.5721  -0.0850  1.3412
H  -0.2678  1.4081  0.4992
H  -1.4868  -0.9840  -0.9072
H  0.4224  0.6142  -2.2837
H  -1.1656  1.2989  -2.0555
H  1.4702  -1.0943  -1.4457
H  0.1716  -2.0388  -1.6955
H  0.0130  -2.4327  1.1154
O  1.2454  3.0661  1.2728
H  0.6562  2.4032  0.8747
H  2.0855  2.9657  0.8290

Values from the calculation:
SMILES: NC[C@@H](N)CS.O
energy relative to the best compared isomer or geometry (same formula, charge and spin): 29.3 kcal per mole
gap between HOMO and LUMO: 9.60 eV
2S+1: 1